Here is a gas-phase ion, C3H8NO (charge +1) from the OMol25 dataset. Energies are from ωB97M-V with the def2-TZVPD basis set.

The largest force on an atom is 5.38 eV Å⁻¹. The SMILES is C[C@@]1([NH3+])CO1. The orbital gap is 11.715 eV. Its total charge is +1. For the relative energy (zero: lowest compared OMol25 entry of this formula, charge and spin), the calculation gives 176.4 kJ/mol.

Last column: Mulliken charge in e.
Cartesian coordinates (Å):
C 0.214 0.498 -1.610  -0.487
C -0.248 0.132 -0.234  0.668
C -0.450 -1.305 0.135  -1.385
N 0.027 0.990 0.885  -0.277
O -1.107 0.723 -1.114  -0.443
H 0.765 1.392 -1.761  0.286
H 0.354 -0.253 -2.335  0.298
H -0.870 -1.216 1.130  0.389
H 0.565 -1.801 0.052  0.300
H -1.174 -1.767 -0.406  0.413
H -0.192 0.814 1.880  0.365
H -0.395 1.908 0.524  0.421
H 1.145 1.072 0.877  0.452

Here is a molecular structure, C53H41BrClIKN4O5PS from the OMol25 dataset. Energies are from ωB97M-V with the def2-TZVPD basis set.

The largest force on an atom is 1.13 eV Å⁻¹. The orbital gap is 8.250 eV. Its total charge is 0. For the relative energy (zero: lowest compared OMol25 entry of this formula, charge and spin), the calculation gives 30.0 kJ/mol.

Last column: Mulliken charge in e.
Cartesian coordinates (Å):
K -0.245 0.409 0.431  1.554
N 1.909 4.152 0.041  0.062
C 1.350 3.877 1.283  0.532
C 2.076 4.262 2.420  -0.658
C 1.527 4.042 3.664  -0.535
C 0.282 3.428 3.756  -0.575
C -0.344 3.086 2.575  -0.248
N 0.151 3.313 1.356  -0.180
C 1.570 3.672 -1.222  0.197
C 2.058 4.369 -2.334  -0.802
C 1.801 3.870 -3.590  -0.714
C 1.054 2.705 -3.717  -0.728
C 0.610 2.102 -2.559  -0.151
N 0.859 2.559 -1.329  0.388
H 2.668 4.811 0.054  0.253
H 3.055 4.712 2.313  0.333
H 2.073 4.329 4.553  0.378
H -0.183 3.212 4.706  0.504
H -1.313 2.596 2.603  0.400
H 2.621 5.284 -2.197  0.478
H 2.172 4.387 -4.466  0.421
H 0.819 2.280 -4.682  0.513
H 0.022 1.194 -2.613  0.193
Cl -2.003 -1.809 2.303  0.083
C -3.446 -2.607 1.739  0.415
C -4.119 -3.406 2.651  -0.651
C -5.266 -4.075 2.261  -0.480
C -5.728 -3.945 0.960  -0.883
C -5.042 -3.146 0.059  -0.476
C -3.884 -2.455 0.425  -0.290
P -3.022 -1.317 -0.731  0.280
C -4.137 -1.330 -2.176  0.255
C -3.997 -2.215 -3.243  -0.039
C -4.863 -2.147 -4.325  -0.770
C -5.879 -1.199 -4.347  -0.567
C -6.028 -0.318 -3.286  -0.604
C -5.155 -0.379 -2.210  -0.606
C -1.595 -2.301 -1.294  0.489
C -0.726 -1.678 -2.189  0.408
C 0.430 -2.310 -2.614  -0.435
C 0.750 -3.566 -2.121  -0.596
C -0.103 -4.192 -1.225  -0.680
C -1.276 -3.571 -0.822  -0.853
H -3.735 -3.494 3.658  0.479
H -5.793 -4.696 2.973  0.366
H -6.620 -4.468 0.642  0.419
H -5.410 -3.053 -0.953  0.400
H -3.202 -2.950 -3.230  0.469
H -4.744 -2.833 -5.154  0.410
H -6.550 -1.145 -5.195  0.409
H -6.809 0.432 -3.306  0.446
H -5.256 0.323 -1.389  0.520
H -0.957 -0.679 -2.547  -0.030
H 1.105 -1.804 -3.293  0.421
H 1.679 -4.041 -2.405  0.305
H 0.157 -5.162 -0.823  0.398
H -1.934 -4.068 -0.119  0.400
Br -2.545 0.887 -4.486  -0.038
C -4.002 2.080 -4.340  0.575
C -4.890 2.129 -5.406  -0.471
C -6.003 2.950 -5.345  -0.602
C -6.231 3.723 -4.216  -0.665
C -5.342 3.677 -3.155  -0.557
C -4.219 2.858 -3.210  -0.121
I -2.948 2.849 -1.552  0.277
H -4.705 1.511 -6.273  0.444
H -6.691 2.982 -6.180  0.383
H -7.099 4.366 -4.158  0.395
H -5.514 4.281 -2.275  0.410
O 2.915 -2.884 0.180  -0.832
C 2.665 -1.697 -0.060  -0.399
O 1.558 -1.100 0.053  -0.016
C 3.828 -0.839 -0.573  0.197
C 3.686 0.529 -0.763  -0.022
C 4.753 1.310 -1.195  -0.695
C 5.988 0.732 -1.429  -0.628
C 6.114 -0.633 -1.227  -0.425
C 5.063 -1.427 -0.811  0.017
N 7.433 -1.255 -1.446  1.044
O 7.504 -2.465 -1.403  -0.612
O 8.347 -0.529 -1.792  -0.651
H 2.729 0.990 -0.566  0.853
H 4.616 2.374 -1.348  0.464
H 6.842 1.306 -1.757  0.519
H 5.186 -2.487 -0.647  0.610
O 0.579 0.106 2.788  -0.529
S 1.431 -1.108 3.032  0.411
C 1.394 -1.379 4.800  0.083
C 1.155 -0.324 5.667  -0.167
C 1.124 -0.566 7.030  -0.728
C 1.336 -1.853 7.513  -0.468
C 1.566 -2.902 6.636  -0.738
C 1.587 -2.669 5.267  -0.199
C 3.116 -0.524 2.910  0.436
C 4.146 -1.448 2.813  -0.425
C 5.444 -0.987 2.660  -0.835
C 5.696 0.378 2.591  -0.656
C 4.651 1.288 2.677  -0.518
C 3.349 0.838 2.834  0.229
H 0.986 0.665 5.258  0.341
H 0.937 0.246 7.721  0.423
H 1.312 -2.038 8.580  0.386
H 1.719 -3.904 7.015  0.405
H 1.745 -3.480 4.565  0.498
H 3.929 -2.509 2.804  0.335
H 6.258 -1.694 2.563  0.421
H 6.709 0.731 2.449  0.422
H 4.849 2.350 2.604  0.426
H 2.509 1.519 2.878  -0.033